An isolated molecule of C5H6O. Source: the Open Molecules 2025 dataset; level of theory: ωB97M-V/def2-TZVPD.

Results
- SMILES = CC1=C=CCO1
- E_HOMO (alpha / beta) (eV) = -8.0 / -8.0
- net charge = 0

Each line ends with the Löwdin charge.
Atoms and positions in Å:
C (-1.9517, -0.3936, -0.0390)  -0.012
C (-0.5485, 0.0887, -0.0247)  -0.345
C (-0.0472, 1.4022, -0.1478)  -0.019
C (1.2880, 1.1191, -0.1763)  -0.093
C (1.6089, -0.2759, 0.2448)  -0.140
O (0.3425, -0.9190, -0.0195)  -0.023
H (-2.2452, -0.5923, -1.0760)  0.100
H (-2.0203, -1.3306, 0.5149)  0.088
H (-2.6383, 0.3541, 0.3591)  0.089
H (2.0306, 1.7176, -0.6888)  0.090
H (1.7451, -0.4058, 1.3278)  0.138
H (2.4360, -0.7646, -0.2745)  0.129

A structure of composition C23H32CuN3O4SSi2. Source: the Open Molecules 2025 dataset; level of theory: ωB97M-V/def2-TZVPD.

Results
- E_HOMO (alpha / beta) (eV) = -2.6 / -5.1
- net charge = -1
- multiplicity = 2

Each line ends with the Mulliken spin population.
Atoms and positions in Å:
Cu (0.4430, -0.9710, -1.3497)  0.180
C (3.6964, -1.6831, 0.1114)  0.028
Si (2.7955, -1.0560, -1.4708)  0.318
C (3.7996, -1.8817, -2.8893)  0.045
C (3.3573, 0.7771, -1.5548)  -0.045
C (4.7129, 1.1170, -1.5746)  0.004
C (5.1302, 2.4389, -1.6276)  -0.001
C (4.1834, 3.4542, -1.6752)  0.000
C (2.8345, 3.1296, -1.6578)  -0.001
C (2.4024, 1.8017, -1.5886)  -0.039
Si (0.5218, 1.4170, -1.4954)  0.396
C (-0.0503, 2.4751, -0.0014)  0.081
C (-0.2296, 2.2753, -3.0299)  0.038
H (4.7812, -1.5659, 0.0297)  0.006
H (3.4849, -2.7365, 0.3193)  -0.006
H (3.3611, -1.1048, 0.9765)  -0.005
H (4.8759, -1.7380, -2.7541)  0.006
H (3.5214, -1.4438, -3.8510)  -0.001
H (3.6099, -2.9576, -2.9512)  -0.001
H (5.4633, 0.3310, -1.5480)  0.005
H (6.1882, 2.6796, -1.6329)  0.000
H (4.4959, 4.4920, -1.7231)  0.000
H (2.1012, 3.9310, -1.7008)  0.007
H (0.2803, 3.5137, -0.1063)  -0.001
H (0.3765, 2.0837, 0.9260)  -0.003
H (-1.1373, 2.4834, 0.1122)  -0.024
H (-0.1535, 3.3655, -2.9659)  0.002
H (-1.2824, 2.0088, -3.1488)  -0.008
H (0.2919, 1.9486, -3.9322)  0.002
C (0.1334, -0.3781, 5.0362)  0.000
C (-1.0313, 0.1916, 4.2764)  0.000
C (-1.1312, 1.5591, 4.0384)  -0.001
C (-2.1916, 2.0803, 3.3189)  0.000
C (-3.1723, 1.2239, 2.8461)  -0.001
C (-3.0957, -0.1460, 3.0686)  0.000
C (-2.0241, -0.6530, 3.7753)  0.001
S (-4.5344, 1.8976, 1.9583)  0.001
O (-5.7387, 1.8208, 2.7461)  0.000
O (-4.1495, 3.1872, 1.4459)  0.000
N (-4.7058, 0.7728, 0.7453)  0.001
C (-3.6096, 0.7383, -0.2406)  -0.001
C (-3.8174, -0.3885, -1.2428)  0.007
C (-2.4764, -0.6912, -1.9432)  0.015
O (-2.3431, -0.4699, -3.1389)  0.004
O (-1.5838, -1.1427, -1.1313)  -0.026
H (0.7527, 0.4144, 5.4536)  0.000
H (0.7574, -0.9871, 4.3794)  0.000
H (-0.2103, -1.0144, 5.8530)  0.000
H (-0.3501, 2.2175, 4.3980)  0.000
H (-2.2689, 3.1361, 3.0950)  0.001
H (-3.8689, -0.7860, 2.6642)  0.000
H (-1.9364, -1.7214, 3.9336)  0.000
H (-5.6217, 0.9108, 0.3273)  0.000
H (-2.6867, 0.5469, 0.3093)  0.008
H (-3.5012, 1.6972, -0.7569)  -0.003
H (-4.5730, -0.1292, -1.9847)  -0.002
H (-4.1369, -1.2818, -0.7005)  0.000
N (-0.8913, -3.6980, -0.8919)  0.005
C (-0.9759, -5.0363, -0.9657)  0.002
C (0.3179, -5.5106, -1.0290)  -0.001
C (1.1205, -4.3586, -0.9912)  -0.021
N (0.3698, -3.2704, -0.9069)  0.023
H (-1.5932, -2.9541, -0.9000)  0.005
H (-1.9219, -5.5509, -0.9792)  -0.001
H (0.6392, -6.5362, -1.0908)  0.001
H (2.1951, -4.2749, -1.0212)  0.002

A structure of composition C15H19N3O5S2Sc. Source: the Open Molecules 2025 dataset; level of theory: ωB97M-V/def2-TZVPD.

Results
- E_HOMO (eV) = -11.5
- net charge = +1

Each line ends with the Löwdin charge.
Atoms and positions in Å:
Sc (0.2223, 0.0029, -0.3339)  0.833
O (-2.1709, -2.6924, 1.1654)  0.073
C (-1.8447, -1.5154, 1.2127)  -0.503
O (-1.3739, -0.9140, 0.1284)  -0.155
C (-1.9509, -0.6998, 2.4482)  -0.152
C (-2.9417, -1.0925, 3.3481)  -0.005
C (-3.1566, -0.3954, 4.5206)  -0.051
C (-2.3558, 0.6995, 4.8122)  -0.050
C (-1.3505, 1.0841, 3.9404)  -0.115
C (-1.1331, 0.4004, 2.7460)  -0.543
S (0.2525, 1.0141, 1.7954)  0.667
H (-3.5445, -1.9548, 3.0978)  0.125
H (-3.9378, -0.7043, 5.2008)  0.114
H (-2.5056, 1.2565, 5.7273)  0.116
H (-0.7157, 1.9250, 4.1848)  0.102
N (-1.5201, -3.8689, -1.2837)  0.174
C (-0.0457, -4.0753, -1.2230)  -0.116
C (0.7210, -2.7666, -1.4256)  -0.205
N (1.1918, -2.0616, -0.1919)  -0.007
H (-2.0019, -4.7626, -1.3600)  0.170
H (-1.7850, -3.2947, -2.1509)  0.085
H (-1.8679, -3.3827, -0.4275)  0.099
H (0.2125, -4.7517, -2.0332)  0.131
H (0.2138, -4.5503, -0.2761)  0.136
H (0.0648, -2.0989, -1.9801)  0.060
H (1.5741, -2.9446, -2.0743)  0.133
H (2.1881, -2.2026, -0.0610)  0.117
H (0.7433, -2.4598, 0.6317)  0.099
N (1.5596, 1.8826, -1.2300)  0.072
C (0.9938, 1.2313, -2.3593)  -0.381
C (-0.4059, 1.2498, -2.4786)  -0.078
C (-1.0475, 0.2846, -3.2528)  -0.017
C (-0.3027, -0.6918, -3.8991)  -0.244
C (1.0838, -0.6207, -3.8872)  -0.024
C (1.7397, 0.3168, -3.0969)  -0.007
S (-1.1145, -2.2098, -4.4450)  0.478
O (-2.1387, -2.3477, -3.3849)  -0.348
O (-1.6268, -1.9984, -5.7593)  -0.259
O (-0.0585, -3.1995, -4.2742)  -0.321
H (2.5700, 1.9509, -1.2439)  0.124
H (1.1568, 2.7883, -1.0134)  0.122
H (-0.9781, 2.0086, -1.9495)  0.140
H (-2.1287, 0.2382, -3.2809)  0.142
H (1.6490, -1.3749, -4.4201)  0.136
H (2.8210, 0.3106, -3.0218)  0.133

An isolated molecule of C3H7NSi at a distorted geometry. Source: the Open Molecules 2025 dataset; level of theory: ωB97M-V/def2-TZVPD.

Results
- SMILES = [H]/N=C/[SiH2]C=C
- E_HOMO (eV) = -9.6
- net charge = 0

Each line ends with the Löwdin charge.
Atoms and positions in Å:
C (-1.8611, 0.8186, -0.6796)  -0.089
C (-1.1601, 0.2161, 0.2504)  -0.326
C (1.7000, -0.2013, 0.2526)  -0.405
N (1.7019, 1.0784, 0.1991)  0.025
Si (0.1565, -1.1101, -0.0120)  0.618
H (-2.8058, 1.3206, -0.3904)  0.058
H (-1.7276, 0.8066, -1.7506)  0.047
H (-1.4219, 0.2291, 1.3248)  0.061
H (2.7647, -0.6742, 0.3443)  0.085
H (2.5628, 1.4439, 0.5618)  0.028
H (0.1951, -2.0248, -1.2122)  -0.038
H (-0.1046, -1.9030, 1.1118)  -0.064

Q: Which of these has the highest net charge?
A: C15H19N3O5S2Sc

Q: The highest net charge belongs to which entry?
A: C15H19N3O5S2Sc

Q: Look up the net charge of the fourth one.
A: 0